P.
The following is a quantum chemistry calculation of a single C5H8O2 molecule, from the Open Molecules 2025 dataset.

Output
HOMO-LUMO gap: 10.3 eV
LUMO level: 0.82 eV
SMILES: O=C1CC[C@@H]1CO

Atoms and positions in Å:
O (-0.81, -2.27, -0.46)
C (-1.00, -1.18, 0.43)
C (0.25, -0.34, 0.31)
C (0.47, 0.44, -1.01)
C (0.90, 1.70, -0.22)
C (0.49, 0.99, 1.06)
O (0.32, 1.39, 2.18)
H (-1.64, -2.76, -0.54)
H (-1.14, -1.53, 1.46)
H (-1.89, -0.59, 0.14)
H (1.11, -0.99, 0.54)
H (1.21, 0.01, -1.69)
H (-0.46, 0.61, -1.56)
H (0.23, 2.55, -0.33)
H (1.96, 1.99, -0.31)

Q.
The following is a quantum chemistry calculation of a 2-piece molecular cluster, C5H8O2 overall, from the Open Molecules 2025 dataset.

Output
HOMO-LUMO gap: 10.5 eV
LUMO level: 0.97 eV

Atoms and positions in Å:
O (-2.19, 1.66, 0.40)
C (-1.24, 1.22, -0.56)
C (-0.16, 0.50, 0.19)
C (-0.01, -0.82, 0.15)
C (0.90, -1.59, 1.05)
C (2.60, 0.04, -0.99)
O (2.38, -0.15, -2.09)
H (-2.83, 2.22, -0.04)
H (-0.83, 2.07, -1.11)
H (-1.70, 0.53, -1.28)
H (0.45, 1.10, 0.85)
H (0.25, -1.94, 1.86)
H (-0.65, -1.41, -0.50)
H (1.35, -2.47, 0.58)
H (1.69, -0.97, 1.49)

R.
The following is a quantum chemistry calculation of C5H8O2 as an isolated structure, from the Open Molecules 2025 dataset.

Output
HOMO-LUMO gap: 10.0 eV
LUMO level: 0.78 eV

Atoms and positions in Å:
C (1.84, -0.11, 0.89)
C (0.58, 0.06, 0.11)
C (-0.09, -0.89, -0.84)
C (-0.88, -0.24, 0.28)
O (-1.54, -0.94, 1.27)
C (-1.10, 1.23, -0.01)
O (0.29, 1.40, -0.31)
H (2.69, 0.11, 0.23)
H (1.95, -1.13, 1.27)
H (1.86, 0.59, 1.73)
H (-0.21, -0.62, -1.88)
H (0.10, -1.94, -0.64)
H (-2.41, -1.19, 0.93)
H (-1.76, 1.52, -0.84)
H (-1.37, 1.77, 0.91)

S.
The following is a quantum chemistry calculation of a 2-piece molecular cluster, C5H8O2 overall, from the Open Molecules 2025 dataset.

Output
HOMO-LUMO gap: 10.0 eV
LUMO level: 0.53 eV
SMILES: C#CC(=C)CO.O

Atoms and positions in Å:
C (-0.44, -1.36, 1.00)
C (-0.05, -0.19, 0.50)
O (-1.05, -0.81, -1.78)
C (-0.91, 1.06, 0.57)
O (-0.63, 2.06, -0.38)
C (1.29, 0.00, 0.01)
C (2.43, 0.23, -0.31)
H (-1.45, -1.48, 1.41)
H (0.22, -2.22, 1.04)
H (-0.98, -1.39, -1.01)
H (-0.15, -0.82, -2.15)
H (-0.76, 1.43, 1.60)
H (-1.96, 0.80, 0.44)
H (0.31, 2.28, -0.33)
H (3.46, 0.41, -0.54)

The structure with the most favorable energy is P; the runner-up is 0.0076 hartree above it.

P.
The following is a quantum chemistry calculation of a single C5H8O2 molecule, from the Open Molecules 2025 dataset.

Output
HOMO-LUMO gap: 9.6 eV
LUMO level: 0.73 eV
SMILES: O=C=CCCCO

Atoms and positions in Å:
O (-1.16, -1.62, 1.77)
C (-1.33, -1.16, 0.44)
C (-0.52, 0.08, 0.09)
C (1.01, -0.02, 0.00)
C (1.54, 1.18, -0.77)
C (0.71, 2.10, -1.20)
O (-0.07, 2.89, -1.57)
H (-0.37, -2.17, 1.80)
H (-2.38, -0.89, 0.34)
H (-1.13, -1.96, -0.29)
H (-0.77, 0.88, 0.79)
H (1.46, -0.05, 1.00)
H (1.32, -0.95, -0.51)
H (-0.89, 0.39, -0.90)
H (2.59, 1.32, -0.98)

Q.
The following is a quantum chemistry calculation of C5H8O2 as an isolated structure, from the Open Molecules 2025 dataset.

Output
HOMO-LUMO gap: 9.0 eV
LUMO level: 0.16 eV

Atoms and positions in Å:
C (-0.96, 0.41, -0.06)
C (-2.25, -0.29, -0.22)
C (0.12, -0.36, 0.56)
C (1.55, -0.06, 0.01)
C (1.99, 1.10, -0.49)
O (2.32, -1.13, 0.21)
O (-0.04, -1.54, 0.97)
H (1.71, -1.79, 0.65)
H (-0.74, 1.24, -0.73)
H (-0.37, 0.80, 1.20)
H (1.34, 1.94, -0.62)
H (3.03, 1.21, -0.76)
H (-2.06, -1.25, -0.72)
H (-2.64, -0.57, 0.76)
H (-3.00, 0.30, -0.75)

R.
The following is a quantum chemistry calculation of a single C5H8O2 molecule, from the Open Molecules 2025 dataset.

Output
HOMO-LUMO gap (alpha / beta): 7.7 / 7.9 eV
LUMO level (alpha / beta): 0.31 / 0.74 eV

Atoms and positions in Å:
C (-1.70, 0.19, 0.32)
C (-1.51, -2.07, 0.60)
C (2.08, 0.65, -0.50)
C (-0.41, 0.67, -0.07)
C (0.76, 0.00, -0.18)
O (-2.22, -1.01, 0.34)
O (-0.47, 2.03, -0.28)
H (0.42, 2.38, -0.42)
H (-2.46, 0.95, 0.42)
H (-2.03, -3.01, 0.56)
H (-0.51, -2.14, 0.99)
H (0.79, -1.06, -0.02)
H (2.88, -0.07, -0.39)
H (2.10, 1.01, -1.54)
H (2.29, 1.49, 0.16)

S.
The following is a quantum chemistry calculation of a 2-piece molecular cluster, C5H8O2 overall, from the Open Molecules 2025 dataset.

Output
HOMO-LUMO gap: 10.4 eV
LUMO level: 0.90 eV

Atoms and positions in Å:
C (1.64, -0.28, 0.38)
C (-0.36, -0.28, -0.16)
C (-1.08, -0.38, 1.16)
C (0.61, 0.81, -0.26)
C (-1.52, 0.82, -2.10)
O (-2.00, 0.42, -3.04)
O (-0.51, -1.10, -1.05)
H (2.22, -0.65, -0.47)
H (2.20, 0.23, 1.14)
H (1.27, -1.22, 0.85)
H (-2.07, 0.03, 0.96)
H (-1.16, -1.43, 1.45)
H (-0.62, 0.20, 1.96)
H (0.42, 1.72, 0.34)
H (0.92, 1.09, -1.27)

The structure with the most favorable energy is P; the runner-up is 0.0130 hartree above it.

P.
The following is a quantum chemistry calculation of a single C5H8O2 molecule, from the Open Molecules 2025 dataset.

Output
HOMO-LUMO gap: 10.2 eV
LUMO level: 0.79 eV
SMILES: O=C1CC[C@@H]1CO

Atoms and positions in Å:
O (2.34, 0.38, 0.61)
C (1.52, -0.57, -0.06)
C (0.12, -0.28, 0.47)
C (-0.53, 1.01, -0.09)
C (-1.84, 0.25, -0.36)
C (-1.22, -1.01, 0.21)
O (-1.66, -2.11, 0.42)
H (2.98, 0.76, 0.00)
H (1.86, -1.59, 0.16)
H (1.58, -0.43, -1.15)
H (0.22, -0.25, 1.56)
H (-0.57, 1.83, 0.62)
H (-0.06, 1.37, -1.01)
H (-1.96, 0.02, -1.42)
H (-2.79, 0.63, 0.05)

Q.
The following is a quantum chemistry calculation of a single C5H8O2 molecule, from the Open Molecules 2025 dataset.

Output
HOMO-LUMO gap: 10.5 eV
LUMO level: 0.82 eV
SMILES: C=C(C)[C@H](O)C=O

Atoms and positions in Å:
C (1.70, -0.57, 0.01)
C (0.50, 0.25, 0.39)
C (0.58, 1.51, 0.83)
O (-2.12, -0.24, -1.77)
C (-1.67, 0.32, -0.80)
C (-0.86, -0.43, 0.25)
O (-0.76, -1.77, -0.12)
H (2.62, 0.03, 0.08)
H (1.61, -0.96, -1.00)
H (1.80, -1.43, 0.68)
H (-0.30, 2.08, 1.12)
H (1.54, 2.02, 0.92)
H (-1.82, 1.40, -0.63)
H (-1.40, -0.34, 1.20)
H (-1.25, -1.86, -0.96)

R.
The following is a quantum chemistry calculation of a single C5H8O2 molecule, from the Open Molecules 2025 dataset.

Output
HOMO-LUMO gap: 10.4 eV
LUMO level: 0.85 eV
SMILES: CC(=O)C1(O)CC1

Atoms and positions in Å:
C (-1.46, 0.23, 1.16)
C (-0.33, -0.69, 1.00)
O (0.06, -1.52, 1.80)
C (0.64, -0.19, -0.08)
O (1.94, -0.50, 0.30)
C (0.52, 1.00, -1.02)
C (0.20, -0.38, -1.51)
H (-0.51, 0.89, 1.22)
H (-1.92, 0.64, 0.27)
H (-2.18, 0.05, 1.97)
H (1.80, -1.19, 0.97)
H (1.47, 1.42, -1.33)
H (-0.27, 1.75, -0.94)
H (-0.85, -0.61, -1.66)
H (0.91, -0.89, -2.14)

S.
The following is a quantum chemistry calculation of a 2-piece molecular cluster, C5H8O2 overall, from the Open Molecules 2025 dataset.

Output
HOMO-LUMO gap: 10.5 eV
LUMO level: 0.56 eV
SMILES: CC(=O)O.C=C=C

Atoms and positions in Å:
C (-0.49, 1.00, -1.15)
C (-0.44, -0.30, -1.93)
O (-1.57, -0.61, -2.58)
O (0.51, -1.02, -1.98)
H (-2.27, 0.05, -2.45)
H (-1.26, 0.94, -0.39)
H (-0.71, 1.82, -1.82)
H (0.47, 1.17, -0.67)
C (1.67, -1.14, 1.17)
C (-0.02, 0.27, 2.53)
C (0.83, -0.44, 1.86)
H (-0.86, -0.18, 3.04)
H (2.55, -1.56, 1.62)
H (1.52, -1.34, 0.12)
H (0.07, 1.34, 2.63)

The structure with the most favorable energy is Q; the runner-up is 0.0077 hartree above it.

P.
The following is a quantum chemistry calculation of a single C5H8O2 molecule, from the Open Molecules 2025 dataset.

Output
HOMO-LUMO gap: 9.4 eV
LUMO level: 0.85 eV
SMILES: C[C@]12CO[C@H]1[C@H]2O

Atoms and positions in Å:
C (1.10, 1.41, 0.32)
C (0.19, 0.22, 0.18)
C (0.36, -1.38, 0.93)
O (-0.22, -1.93, -0.26)
C (-0.10, -0.71, -0.97)
C (-1.15, 0.23, -0.53)
O (-2.37, -0.19, -0.02)
H (2.09, 1.09, 0.66)
H (1.22, 1.89, -0.65)
H (0.73, 2.17, 1.02)
H (-0.16, -0.53, 1.42)
H (1.45, -1.50, 0.88)
H (0.43, -0.72, -1.91)
H (-1.27, 1.09, -1.19)
H (-2.29, -1.15, 0.11)

Q.
The following is a quantum chemistry calculation of a single C5H8O2 molecule, from the Open Molecules 2025 dataset.

Output
HOMO-LUMO gap: 9.8 eV
LUMO level: 1.00 eV
SMILES: CC1O[C@@H]2C[C@H]2O1

Atoms and positions in Å:
C (-0.67, -2.20, -0.17)
C (0.44, -1.12, 0.04)
C (-0.38, 0.98, -0.65)
C (0.03, 2.33, 0.10)
C (0.34, 0.91, 0.68)
H (-0.59, -3.24, 0.48)
H (-0.29, -2.55, -1.24)
H (-1.59, -1.64, -0.25)
H (1.46, -1.37, 0.00)
H (-1.43, 0.78, -0.27)
H (0.99, 2.69, -0.26)
H (-0.78, 3.06, 0.42)
H (1.37, 0.86, 0.43)
O (0.16, -0.16, -1.16)
O (0.13, -0.34, 1.24)

R.
The following is a quantum chemistry calculation of a 2-piece molecular cluster, C5H8O2 overall, from the Open Molecules 2025 dataset.

Output
HOMO-LUMO gap: 9.8 eV
LUMO level: 0.74 eV
SMILES: O[C@@]12C=C[C@@H]1C2.O

Atoms and positions in Å:
O (-1.42, 2.45, 0.92)
C (-0.13, -0.40, 1.32)
C (-0.92, -0.91, 0.37)
C (0.24, -1.02, -0.62)
O (0.54, -2.11, -1.41)
C (0.89, 0.33, -0.81)
C (1.12, -0.47, 0.46)
H (-0.77, 2.82, 0.32)
H (-0.31, 0.10, 2.27)
H (-1.99, -1.03, 0.26)
H (-1.43, 1.50, 0.72)
H (0.05, -2.02, -2.24)
H (1.72, 0.34, -1.52)
H (0.31, 1.25, -0.78)
H (2.10, -0.85, 0.74)

The structure with the most favorable energy is R; the runner-up is 0.0815 hartree above it.

P.
The following is a quantum chemistry calculation of a single C3H4N4OS molecule, from the Open Molecules 2025 dataset.

Output
HOMO-LUMO gap: 9.6 eV
LUMO level: -0.45 eV
SMILES: CC(=O)c1nnnn1S

Atoms and positions in Å:
C (0.13, 0.45, -0.31)
C (0.17, 0.14, 1.14)
C (-0.09, -0.54, -1.35)
N (0.28, 1.18, 2.13)
N (0.13, -1.00, 1.83)
N (0.29, 0.59, 3.26)
N (0.30, -0.68, 3.11)
O (0.25, 1.65, -0.52)
S (0.21, 2.95, 2.15)
H (0.34, -0.21, -2.32)
H (-1.24, -0.54, -1.59)
H (0.19, -1.55, -1.02)
H (-0.99, 3.09, 1.78)

Q.
The following is a quantum chemistry calculation of a single C3H4N4OS molecule, from the Open Molecules 2025 dataset.

Output
HOMO-LUMO gap (alpha / beta): 7.7 / 7.7 eV
LUMO level (alpha / beta): -0.67 / -0.67 eV

Atoms and positions in Å:
C (-0.99, 0.49, -0.15)
C (-1.00, -0.95, -0.25)
C (-0.20, 1.53, -0.45)
N (-0.11, -1.87, -0.14)
N (1.13, -1.54, 0.00)
N (2.96, -0.12, 0.73)
N (-2.37, -0.94, 0.10)
O (-2.27, 0.46, 0.41)
S (1.82, -0.15, -0.31)
H (0.53, 1.52, -1.23)
H (-0.49, 2.51, -0.10)
H (3.66, 0.57, 0.51)
H (-2.68, -1.51, 0.88)

The structure with the most favorable energy is P; the runner-up is 0.1597 hartree above it.